Entry one
Density functional theory data (ωB97M-V with the def2-TZVPD basis set) for a 3-piece molecular cluster, C5H15N2S overall.

Positions of all 23 atoms, in Å:
C: -1.8027 -1.5467 -3.3686
C: 1.2397 -0.1900 -1.2834
C: -0.9854 -2.9514 1.5337
C: 1.2644 4.1791 0.6370
C: -0.7354 -1.0033 -2.6589
N: 0.0543 -0.6289 -1.9075
N: -0.5277 -1.5704 1.2941
S: 1.1474 2.3454 1.0961
H: -1.2982 -2.2562 -4.0480
H: -2.3881 -0.8535 -3.9877
H: -2.4035 -2.1418 -2.7968
H: 1.4161 0.9186 -1.3118
H: 1.1401 -0.5651 -0.2600
H: 2.0439 -0.7746 -1.7504
H: -1.8932 -3.3208 0.9720
H: -0.1433 -3.6420 1.2835
H: -1.1186 -3.0760 2.6193
H: 0.9086 4.8423 1.4643
H: 0.7581 4.1665 -0.2854
H: 2.3411 4.4108 0.4032
H: -1.0178 -1.0052 2.0034
H: -1.1889 -1.3350 0.5715
H: 2.1391 2.6432 1.9665

Total charge: +1
Frontier orbital gap (eV): 8.24

Atomic partial charges in e from the Mulliken method, atoms 1 to 8: -0.978, -0.588, -0.731, -0.782, 0.498, 0.153, -0.486, -0.218


Entry two
Density functional theory data (ωB97M-V with the def2-TZVPD basis set) for a 2-piece molecular cluster, C5H15N2S overall.

Positions of all 23 atoms, in Å:
C: -0.8913 0.3066 -2.7511
C: -1.8555 -0.2939 -1.7240
C: -1.1865 -0.7014 -0.4298
S: -2.3970 -1.3944 0.7795
H: -1.4658 0.6094 -3.6201
H: -0.1710 -0.4427 -3.0899
H: -0.3449 1.1600 -2.3444
H: -2.6701 0.4118 -1.5373
H: -2.3631 -1.1464 -2.1793
H: -0.7645 0.1746 0.0658
H: -0.4754 -1.5050 -0.5888
H: -1.7243 -2.5229 1.0426
C: 2.0494 -0.6225 0.3665
N: 0.8356 1.7864 2.8518
C: 1.0597 0.7001 2.1465
N: 1.8509 0.6174 1.1149
H: 1.5267 -0.5794 -0.5878
H: 1.6382 -1.4711 0.9058
H: 3.1108 -0.7439 0.1635
H: 1.2805 2.6755 2.6609
H: 0.0927 1.7441 3.5359
H: 0.5697 -0.2158 2.4597
H: 2.2953 1.4534 0.7592

Total charge: +1
Frontier orbital gap (eV): 8.61

Atomic partial charges in e from the Mulliken method, atoms 1 to 8: -1.202, -0.462, -0.424, -0.195, 0.360, 0.321, 0.289, 0.372


Which structure is the least stable? The one labeled entry one.


Entry one
Density functional theory data (ωB97M-V with the def2-TZVPD basis set) for an isolated molecule of C2H3N3O.

Positions of all 9 atoms, in Å:
H: 0.5533 -1.5204 1.9544
N: -0.3164 -1.0259 1.7735
C: -0.1999 -0.6008 0.6073
N: 0.8959 -0.5818 -0.2522
C: 0.5794 0.3464 -1.0601
N: -0.7114 0.7495 -0.9401
O: -1.2459 0.1497 0.1981
H: 1.1860 0.7230 -1.8643
H: -0.7411 1.7603 -0.4167

Structure (SMILES): [H]/N=c1\nc[nH]o1
Frontier orbital gap (eV): 9.95

Atomic partial charges in e from the Mulliken method, atoms 1 to 8: 0.269, -0.633, 0.593, -0.423, -0.040, -0.232, -0.231, 0.367


Entry two
Density functional theory data (ωB97M-V with the def2-TZVPD basis set) for an isolated molecule of C2H3N3O.

Positions of all 9 atoms, in Å:
N: 0.7987 0.7731 -1.1068
C: -0.2655 0.6238 -0.2603
C: -0.4054 -0.7884 0.2269
N: -0.4829 -1.0517 1.4938
N: -0.4861 -1.3225 2.5964
O: -1.0400 1.5218 0.0036
H: 0.9666 1.6965 -1.4794
H: 1.5831 0.1444 -1.0337
H: -0.6684 -1.5971 -0.4406

Frontier orbital gap (eV): 9.49

Atomic partial charges in e from the Mulliken method, atoms 1 to 8: -0.412, 0.545, -0.363, 0.492, -0.570, -0.568, 0.245, 0.235


Which structure is the least stable? The one labeled entry one.


Entry one
Density functional theory data (ωB97M-V with the def2-TZVPD basis set) for an isolated molecule of C2H3N3O.

Positions of all 9 atoms, in Å:
H: 1.0686 1.3751 1.6791
N: 0.2090 1.1325 1.2288
C: 0.1924 0.3089 0.2420
C: 0.6946 -0.9498 -0.3278
N: -0.1954 -1.4514 -1.1208
O: -1.2628 -0.6119 -1.2176
N: -0.8884 0.5655 -0.5452
H: 1.5884 -1.5151 -0.1001
H: -1.4064 1.1463 0.1616

Structure (SMILES): [H]/N=c1\cno[nH]1
Frontier orbital gap (eV): 9.53

Atomic partial charges in e from the Mulliken method, atoms 1 to 8: 0.214, -0.705, 0.529, -0.263, -0.224, -0.100, -0.179, 0.375


Entry two
Density functional theory data (ωB97M-V with the def2-TZVPD basis set) for an isolated molecule of C2H3N3O.

Positions of all 9 atoms, in Å:
O: -0.5099 1.5661 -0.8758
N: -0.0113 0.5842 -0.3623
C: -0.7090 -0.1384 0.5708
C: 0.1250 -1.1879 0.7817
N: 1.2765 -1.0199 0.0155
N: 1.1780 0.1199 -0.5157
H: 0.4261 2.2908 -1.0930
H: -1.7201 0.1408 0.4658
H: -0.0553 -2.3557 1.0131

Structure (SMILES): On1ccnn1
Frontier orbital gap (eV): 9.63

Atomic partial charges in e from the Mulliken method, atoms 1 to 8: -0.615, 0.838, -0.122, -0.419, -0.357, -0.395, 0.429, 0.369


Entry three
Density functional theory data (ωB97M-V with the def2-TZVPD basis set) for an isolated molecule of C2H3N3O.

Positions of all 9 atoms, in Å:
O: -1.7640 0.2341 -0.1731
N: -0.3936 0.0211 -0.1508
C: 0.5633 0.9742 -0.4698
N: 1.7542 0.4478 -0.3018
N: 1.5836 -0.8480 0.0698
C: 0.2799 -1.0871 0.1460
H: -2.0847 0.3346 0.8220
H: 0.1949 1.9192 -0.4882
H: -0.1336 -1.9959 0.5459

Structure (SMILES): On1cnnc1
Frontier orbital gap (eV): 10.16

Atomic partial charges in e from the Mulliken method, atoms 1 to 8: -0.447, 0.190, -0.092, -0.379, -0.383, -0.062, 0.372, 0.410


Entry four
Density functional theory data (ωB97M-V with the def2-TZVPD basis set) for an isolated molecule of C2H3N3O.

Positions of all 9 atoms, in Å:
N: 2.0104 -0.0205 -0.1671
C: 0.6038 0.2471 -0.0447
C: -0.4250 1.2070 0.1287
N: -1.5199 0.3880 -0.0396
N: -1.3593 -0.8039 -0.0843
O: 0.0465 -0.9843 0.1032
H: 2.3697 -0.7826 0.6711
H: 2.6484 0.7624 0.0007
H: -0.3817 2.2251 0.0362

Structure (SMILES): Nc1cnno1
Frontier orbital gap (eV): 9.89

Atomic partial charges in e from the Mulliken method, atoms 1 to 8: -0.556, 0.569, -0.525, -0.141, -0.141, -0.175, 0.318, 0.272


Which structure is the least stable? The one labeled entry two.


Entry one
Density functional theory data (ωB97M-V with the def2-TZVPD basis set) for an isolated molecule of C2H3N3O.

Positions of all 9 atoms, in Å:
O: 1.6210 -1.0987 -0.0083
C: 0.8138 1.0266 -0.5270
N: -0.2756 1.6087 -0.0459
N: -1.1559 0.6035 0.2949
C: -0.6772 -0.5956 0.0406
N: 0.5474 -0.3470 -0.4480
H: 2.3493 -0.4876 -0.2371
H: -1.9968 0.8161 0.8081
H: -1.2259 -1.5260 0.1226

Frontier orbital gap (eV): 9.35

Atomic partial charges in e from the Mulliken method, atoms 1 to 8: -0.399, -0.274, -0.534, 0.165, -0.148, 0.175, 0.400, 0.224


Entry two
Density functional theory data (ωB97M-V with the def2-TZVPD basis set) for an isolated molecule of C2H3N3O.

Positions of all 9 atoms, in Å:
O: -0.4239 0.7264 -1.6271
C: -0.0428 -1.2281 -0.6974
N: -0.4580 -1.4203 0.5353
N: -0.1235 -0.2670 1.2480
C: 0.4549 0.6405 0.5205
N: 0.5226 0.0998 -0.7418
H: -0.4253 0.0919 -2.3665
H: -0.3876 -0.2029 2.2203
H: 0.8836 1.5597 0.9088

Frontier orbital gap (eV): 8.42

Atomic partial charges in e from the Mulliken method, atoms 1 to 8: -0.404, -0.122, -0.568, 0.186, -0.093, -0.027, 0.396, 0.226


Which structure is the least stable? The one labeled entry two.


Entry one
Density functional theory data (ωB97M-V with the def2-TZVPD basis set) for a 2-piece molecular cluster, C2H3N3O overall.

Positions of all 9 atoms, in Å:
N: -0.8704 -1.7973 -0.4254
N: -1.7246 -1.0705 -0.4061
O: -2.6226 -0.2961 -0.3835
C: -0.1875 1.5171 0.2537
C: 0.6933 0.7020 0.1237
N: 1.7308 -0.1557 -0.0318
H: -0.9347 2.2709 0.3521
H: 1.4703 -1.1258 -0.1577
H: 2.4454 -0.0446 0.6750

Structure (SMILES): N#[N+][O-].C#CN
Frontier orbital gap (eV): 9.94

Atomic partial charges in e from the Mulliken method, atoms 1 to 8: -0.311, 0.762, -0.480, -0.652, 0.240, -0.510, 0.421, 0.279


Entry two
Density functional theory data (ωB97M-V with the def2-TZVPD basis set) for an isolated molecule of C2H3N3O.

Positions of all 9 atoms, in Å:
C: -0.1341 -1.0601 -0.2251
C: -0.2179 0.9521 1.1241
N: 0.2388 -0.5196 -1.2818
N: -0.3326 -0.2844 0.9396
N: 0.3389 0.7235 -1.3886
O: -0.2331 2.0831 1.4711
H: -0.0519 -2.1970 -0.0207
H: -0.0832 -0.8093 1.6998
H: 0.4750 1.1118 -2.3184

Frontier orbital gap (alpha / beta) (eV): 7.57 / 7.57

Atomic partial charges in e from the Mulliken method, atoms 1 to 8: -0.147, 0.728, -0.080, -0.171, -0.687, -0.351, 0.274, 0.262


Which structure is the least stable? The one labeled entry two.


Entry one
Density functional theory data (ωB97M-V with the def2-TZVPD basis set) for an isolated molecule of C2H3N3O.

Positions of all 9 atoms, in Å:
O: 1.4728 1.3750 -0.0453
C: 0.5583 0.4029 -0.1817
N: -0.3242 0.3195 0.9123
C: -1.1116 -0.6394 0.6052
N: -1.4857 -1.5273 -0.1726
N: 0.4673 -0.3793 -1.1797
H: 1.2976 1.8098 0.8029
H: -2.0357 -1.1451 1.1616
H: 1.1612 -0.2162 -1.9028

Frontier orbital gap (eV): 8.72

Atomic partial charges in e from the Mulliken method, atoms 1 to 8: -0.480, 0.627, -0.675, 0.651, -0.349, -0.652, 0.365, 0.280


Entry two
Density functional theory data (ωB97M-V with the def2-TZVPD basis set) for a 2-piece molecular cluster, C2H3N3O overall.

Positions of all 9 atoms, in Å:
O: 2.3314 -0.0159 0.0265
C: 1.0920 0.0294 0.4460
N: 0.2134 0.9048 0.4606
N: -1.0177 0.9420 0.1405
C: -1.2141 -1.2463 -0.3288
N: -0.1111 -1.6370 -0.3307
H: 2.4686 0.5875 -0.7238
H: -1.4868 1.6158 0.7514
H: -2.2757 -1.1802 -0.4416

Frontier orbital gap (eV): 9.00

Atomic partial charges in e from the Mulliken method, atoms 1 to 8: -0.389, 0.317, 0.077, -0.524, 0.178, -0.467, 0.318, 0.207


Which structure is the least stable? The one labeled entry two.